1.
A structure of composition CHF3LuMgNO3S2 at a distorted geometry, computed with ωB97M-V/def2-TZVPD.

Geometry (Å):
Mg 2.582 -0.624 1.215
N 0.619 -0.137 -1.468
S 2.049 0.876 -1.397
O 3.081 0.035 -0.478
S -0.194 -0.127 -0.174
O 0.550 -0.592 1.133
O -1.374 -1.052 -0.169
C -0.868 1.585 0.371
F -0.025 2.155 1.199
F -1.024 2.319 -0.702
F -2.024 1.395 0.965
Lu -1.012 -2.372 1.620
H -2.360 -3.461 -2.114

Values from the calculation:
Orbital gap (spin up / spin down)   4.95 / 4.10 eV
Total charge   +2
LUMO energy (spin up / spin down)   -0.356 / -0.387 hartree
Calculated total energy   -2849.9431 hartree

2.
A structure of composition CHF3Mg2NO3S2 at a distorted geometry, computed with ωB97M-V/def2-TZVPD.

Geometry (Å):
Mg -0.189 3.662 -1.478
N -1.836 1.117 -2.089
S -0.328 0.976 -2.650
O 0.593 1.914 -1.821
S -2.306 2.264 -0.876
O -2.013 2.426 0.951
C 0.013 -0.706 -1.910
F -0.892 -1.558 -2.365
F -0.110 -0.655 -0.595
F 1.216 -1.136 -2.240
Mg 2.267 2.189 1.519
O 0.879 1.023 2.101
H 0.899 0.065 2.072

Values from the calculation:
Orbital gap (spin up / spin down)   3.52 / 4.17 eV
Total charge   +1
LUMO energy (spin up / spin down)   -0.273 / -0.277 hartree
Calculated total energy   -1814.8742 hartree

3.
A structure of composition CHF3MgNO3S2Sc at a distorted geometry, computed with ωB97M-V/def2-TZVPD.

Geometry (Å):
Sc 2.144 0.836 0.984
N -0.027 -1.330 -0.074
S 1.423 -1.699 -0.674
O 2.474 -0.595 -0.356
S -0.162 -0.296 1.327
O -1.228 0.736 0.672
C 2.028 -2.975 0.572
F 1.262 -4.049 0.497
F 1.969 -2.479 1.805
F 3.279 -3.301 0.297
Mg -1.765 -0.205 -1.060
O -3.373 -0.225 -1.991
H -4.057 0.445 -1.980

Values from the calculation:
Orbital gap (spin up / spin down)   3.91 / 3.91 eV
Total charge   +2
LUMO energy (spin up / spin down)   -0.429 / -0.429 hartree
Calculated total energy   -2375.2881 hartree

4.
The molecule CHF3O at a distorted geometry, computed with ωB97M-V/def2-TZVPD.

Geometry (Å):
O -0.850 -0.421 0.525
C 0.217 0.104 0.009
F 1.285 -1.066 -0.316
F 0.937 0.820 0.847
F 0.079 0.750 -1.120
H -1.668 -0.187 0.056

Values from the calculation:
Orbital gap   13.42 eV
Total charge   0
LUMO energy   0.010 hartree
SMILES   OC(F)(F)F
Calculated total energy   -413.5363 hartree

5.
A cluster of 2 separate species, CHF3O2P in total at a distorted geometry, computed with ωB97M-V/def2-TZVPD.

Geometry (Å):
C 0.501 -0.635 0.016
O -1.808 0.417 -0.992
O -1.647 0.025 1.610
F 1.250 -1.291 0.922
F 0.786 -1.052 -1.266
F 1.043 1.938 -0.292
P -1.250 -0.315 0.206
H 1.124 0.913 -0.204

Values from the calculation:
Orbital gap (spin up / spin down)   6.39 / 7.84 eV
Total charge   -1
LUMO energy (spin up / spin down)   0.152 / 0.075 hartree
Calculated total energy   -830.1377 hartree
Spin multiplicity   3

6.
A structure of composition CHF3OPm at a distorted geometry, computed with ωB97M-V/def2-TZVPD.

Geometry (Å):
C -1.446 -0.008 -0.006
F -1.972 0.709 -1.029
F -1.995 0.509 1.120
F -1.969 -1.253 -0.128
H -0.268 -0.002 0.003
Pm 4.887 0.030 0.015
O 2.763 0.015 0.026

Values from the calculation:
Orbital gap (spin up / spin down)   6.03 / 7.31 eV
Total charge   0
LUMO energy (spin up / spin down)   -0.017 / -0.042 hartree
Calculated total energy   -1021.7767 hartree
Spin multiplicity   6

7.
A structure of composition CHF3OY at a distorted geometry, computed with ωB97M-V/def2-TZVPD.

Geometry (Å):
C -1.868 0.025 0.027
F -2.488 0.769 -0.970
F -2.533 0.492 1.156
F -2.482 -1.210 -0.148
H 0.011 0.048 0.067
Y 3.405 0.092 0.146
O 1.340 0.065 0.097

Values from the calculation:
Orbital gap (spin up / spin down)   6.26 / 5.36 eV
Total charge   0
LUMO energy (spin up / spin down)   -0.058 / -0.091 hartree
Calculated total energy   -451.6850 hartree
Spin multiplicity   2

8.
A cluster of 2 separate species, CHF6N4 in total at a distorted geometry, computed with ωB97M-V/def2-TZVPD.

Geometry (Å):
C 0.571 1.007 0.271
N 0.170 0.719 -1.106
N -0.585 -0.386 -1.199
N -0.955 -0.761 0.058
N -0.287 -0.040 0.967
F 1.883 0.656 0.461
F -0.305 1.807 -1.801
F -0.012 -1.407 -1.898
F -1.188 -2.053 0.301
F -0.899 0.083 2.124
F 1.124 -1.623 1.307
H 0.481 1.999 0.516

Values from the calculation:
Orbital gap (spin up / spin down)   8.44 / 8.27 eV
Total charge   +1
LUMO energy (spin up / spin down)   -0.328 / -0.305 hartree
Calculated total energy   -856.0387 hartree

9.
A structure of composition CHFI2S at a distorted geometry, computed with ωB97M-V/def2-TZVPD.

Geometry (Å):
C 0.454 0.130 -0.090
F 0.504 0.303 -1.515
S -0.725 -1.122 0.289
I 2.384 -0.527 0.618
I -2.711 0.114 0.603
H 0.093 1.103 0.096

Values from the calculation:
Orbital gap   8.23 eV
Total charge   0
LUMO energy   -0.036 hartree
Calculated total energy   -1132.1219 hartree

10.
The molecule CHFN2 at a distorted geometry, computed with ωB97M-V/def2-TZVPD.

Geometry (Å):
N -1.949 0.444 -0.177
C -0.847 0.287 0.066
N 0.618 -0.018 0.381
F 0.868 -1.260 -0.203
H 1.310 0.547 -0.067

Values from the calculation:
Orbital gap   11.98 eV
Total charge   0
LUMO energy   0.019 hartree
SMILES   N#CNF
Calculated total energy   -247.9566 hartree

11.
A cluster of 2 separate species, CHFN2O in total at a distorted geometry, computed with ωB97M-V/def2-TZVPD.

Geometry (Å):
C -0.203 -1.018 -0.675
N -0.711 -0.746 0.396
N 0.748 1.627 1.309
O -0.089 2.341 1.592
F 0.536 -0.199 -1.457
H -0.281 -2.004 -1.164

Values from the calculation:
Orbital gap (spin up / spin down)   11.74 / 6.81 eV
Total charge   0
LUMO energy (spin up / spin down)   0.016 / -0.059 hartree
Calculated total energy   -323.1621 hartree

12.
A cluster of 2 separate species, CHFN2O in total at a distorted geometry, computed with ωB97M-V/def2-TZVPD.

Geometry (Å):
C 0.313 -0.829 0.390
N 0.898 0.233 0.176
N -0.208 1.314 -0.966
O -0.852 2.049 -0.349
F -1.037 -1.054 -0.083
H 0.886 -1.713 0.831

Values from the calculation:
Orbital gap (spin up / spin down)   8.60 / 8.59 eV
Total charge   0
LUMO energy (spin up / spin down)   -0.039 / -0.039 hartree
Calculated total energy   -323.1762 hartree

13.
A structure of composition CHFN2O3 at a distorted geometry, computed with ωB97M-V/def2-TZVPD.

Geometry (Å):
C -1.011 0.191 -0.188
N -0.251 -1.539 0.538
N 1.343 0.430 0.467
O 0.884 -1.295 0.507
O 2.332 0.869 0.091
O 0.128 0.801 -0.411
F -1.604 -0.159 -1.336
H -1.821 0.702 0.332

Values from the calculation:
Orbital gap (spin up / spin down)   7.80 / 7.79 eV
Total charge   0
LUMO energy (spin up / spin down)   -0.034 / -0.034 hartree
Calculated total energy   -473.5327 hartree

14.
A cluster of 2 separate species, CHFO2 in total at a distorted geometry, computed with ωB97M-V/def2-TZVPD.

Geometry (Å):
C -1.297 -0.377 0.278
O -1.855 0.330 -0.366
O 1.400 -0.323 -0.161
F 1.407 0.963 0.225
H 0.345 -0.592 0.024

Values from the calculation:
Orbital gap   11.21 eV
Total charge   0
LUMO energy   0.007 hartree
Calculated total energy   -288.8889 hartree

15.
A cluster of 2 separate species, CHFO2 in total at a distorted geometry, computed with ωB97M-V/def2-TZVPD.

Geometry (Å):
C -0.087 0.123 0.008
O 0.258 -0.564 1.094
O 0.252 -1.114 -0.200
F -1.395 0.580 -0.320
H 0.972 0.975 -0.581

Values from the calculation:
Orbital gap   12.22 eV
Total charge   0
LUMO energy   0.028 hartree
Calculated total energy   -288.8554 hartree

16.
A cluster of 2 separate species, CHFO2 in total at a distorted geometry, computed with ωB97M-V/def2-TZVPD.

Geometry (Å):
C -1.804 -0.063 -0.572
O -3.044 -0.102 -0.212
O -2.376 1.038 -0.813
F 0.394 -0.386 0.885
H -0.353 -0.414 0.256

Values from the calculation:
Orbital gap   12.48 eV
Total charge   0
LUMO energy   -0.017 hartree
Calculated total energy   -288.8560 hartree

17.
A cluster of 2 separate species, CHFO2S in total at a distorted geometry, computed with ωB97M-V/def2-TZVPD.

Geometry (Å):
C -0.292 -0.362 0.830
O 0.579 -0.959 -1.765
O -0.651 1.084 -1.311
F -0.830 0.779 1.306
S 0.106 -0.002 -0.863
H 1.087 -0.541 1.802

Values from the calculation:
Orbital gap (spin up / spin down)   8.60 / 8.60 eV
Total charge   0
LUMO energy (spin up / spin down)   -0.055 / -0.055 hartree
Calculated total energy   -687.0243 hartree

18.
The molecule CHFO2S at a distorted geometry, computed with ωB97M-V/def2-TZVPD.

Geometry (Å):
O -0.257 -0.506 2.202
C -0.237 -0.071 1.091
O 0.773 -0.082 0.223
S 0.460 0.784 -1.508
F 0.539 -0.486 -2.521
H -1.277 0.361 0.513

Values from the calculation:
Orbital gap   9.19 eV
Total charge   0
LUMO energy   -0.061 hartree
SMILES   O=COSF
Calculated total energy   -687.1480 hartree

19.
A structure of composition CHI2O2S2 at a distorted geometry, computed with ωB97M-V/def2-TZVPD.

Geometry (Å):
C 1.354 1.515 1.627
O -0.149 -2.738 -1.152
O -0.561 -0.493 -2.161
S -2.574 -1.286 -0.288
S -0.712 -1.415 -1.063
I 0.934 -0.445 0.645
I 1.083 2.980 0.051
H 0.625 1.883 2.342

Values from the calculation:
Orbital gap (spin up / spin down)   6.53 / 6.53 eV
Total charge   -1
LUMO energy (spin up / spin down)   0.078 / 0.078 hartree
Calculated total energy   -1580.9058 hartree

20.
A structure of composition CHI3S at a distorted geometry, computed with ωB97M-V/def2-TZVPD.

Geometry (Å):
C 1.199 0.801 0.102
S -1.725 -1.575 -0.833
I -1.009 0.417 0.329
I 0.934 2.147 1.823
I 2.304 -0.993 0.570
H -1.705 -0.797 -1.991

Values from the calculation:
Orbital gap   6.97 eV
Total charge   0
LUMO energy   -0.047 hartree
Calculated total energy   -1329.8312 hartree